No. 1
{
  "formula": "C30H36CoOPSb2Se4",
  "method": "ωB97M-V/def2-TZVPD",
  "symbols": ["Co", "C", "C", "C", "C", "C", "C", "C", "C", "C", "H", "H", "H", "H", "H", "H", "H", "H", "H", "H", "H", "H", "Se", "Sb", "Se", "Se", "Se", "C", "Sb", "C", "C", "H", "H", "H", "H", "H", "H", "H", "H", "H", "O", "P", "C", "C", "C", "C", "C", "C", "C", "C", "C", "C", "C", "C", "C", "C", "C", "C", "C", "C", "H", "H", "H", "H", "H", "H", "H", "H", "H", "H", "H", "H", "H", "H", "H"],
  "coordinates": [[0.5573, 0.1784, 0.2989], [1.8877, -3.1893, -0.1970], [0.9701, -2.4994, -1.1652], [-0.3949, -2.7833, -1.1438], [-1.2672, -2.1746, -2.0363], [-2.7489, -2.3601, -1.9110], [-0.7485, -1.2784, -2.9773], [0.6212, -1.0203, -3.0634], [1.1058, 0.0571, -3.9815], [1.4609, -1.6071, -2.1202], [1.9533, -4.2506, -0.4543], [1.5041, -3.1305, 0.8253], [2.8973, -2.7728, -0.2369], [-0.7820, -3.4467, -0.3763], [-3.1144, -2.9961, -2.7224], [-3.2837, -1.4094, -1.9764], [-3.0026, -2.8258, -0.9571], [-1.4307, -0.7490, -3.6373], [0.7713, -0.1224, -5.0048], [2.1929, 0.1368, -3.9636], [0.7008, 1.0303, -3.6778], [2.5177, -1.3501, -2.1308], [0.5973, 4.9546, 3.8156], [-0.5401, 3.8813, 1.9311], [-0.3735, 1.8980, 0.6695], [-0.9130, 0.4248, -1.0171], [-2.7483, 4.5642, 2.5884], [4.7899, -0.0211, 1.0635], [2.7155, 0.2780, 1.4114], [2.8024, 2.1838, 2.4557], [2.7698, -0.9206, 3.1799], [5.2985, 0.2416, 1.9852], [5.1813, 0.5812, 0.2502], [4.9793, -1.0713, 0.8548], [3.7224, 2.2367, 3.0409], [1.9374, 2.2306, 3.1226], [2.7368, 3.0359, 1.7734], [3.6216, -0.5768, 3.7637], [2.9338, -1.9649, 2.9118], [1.8636, -0.8335, 3.7761], [-0.5280, -1.0872, 1.7832], [-1.4619, -1.3982, 2.9153], [-0.8627, -0.6526, 4.4460], [-0.9109, 0.7395, 4.4276], [-0.4873, 1.4732, 5.5218], [0.0434, 0.7937, 6.6125], [0.1049, -0.5909, 6.6315], [-0.3775, -1.3284, 5.5596], [-3.1353, -0.7520, 2.7640], [-4.0518, -1.1607, 3.7373], [-5.3167, -0.6050, 3.7677], [-5.6630, 0.3859, 2.8575], [-4.7457, 0.8270, 1.9178], [-3.4897, 0.2432, 1.8671], [-1.5217, -3.2066, 2.9444], [-2.6239, -3.9265, 2.4988], [-2.5149, -5.2940, 2.2891], [-1.3085, -5.9380, 2.5178], [-0.2023, -5.2192, 2.9499], [-0.3055, -3.8548, 3.1571], [-1.2597, 1.2315, 3.5240], [-0.5615, 2.5545, 5.5222], [0.4201, 1.3722, 7.4441], [0.5289, -1.1098, 7.4817], [-0.3668, -2.4115, 5.5822], [-3.7514, -1.9055, 4.4661], [-6.0269, -0.9262, 4.5187], [-6.6509, 0.8246, 2.8858], [-4.9824, 1.6360, 1.2429], [-2.7916, 0.5842, 1.1091], [-3.5601, -3.4145, 2.3142], [-3.3682, -5.8521, 1.9265], [-1.2160, -7.0022, 2.3442], [0.7460, -5.7177, 3.1036], [0.5538, -3.2722, 3.4701]],
  "forces_ev_per_a": [[6.85, -6.74, 2.42], [0.04, -0.13, 0.02], [-0.08, -0.04, -0.21], [0.23, -0.09, -0.14], [0.15, 0.12, 0.09], [-0.17, -0.21, -0.17], [0.26, -0.63, -0.44], [-0.13, -0.12, 0.30], [0.06, 0.07, -0.16], [0.00, -0.25, -0.37], [0.07, -0.01, 0.04], [0.04, 0.11, -0.04], [-0.08, 0.01, 0.07], [-0.03, 0.03, 0.01], [-0.09, -0.05, 0.06], [0.15, 0.00, 0.04], [-0.01, 0.00, -0.06], [0.05, -0.08, 0.01], [0.09, 0.00, -0.05], [0.00, -0.05, -0.08], [-0.02, -0.15, 0.12], [-0.07, -0.06, 0.07], [0.78, -0.39, 0.18], [-0.57, 3.78, 2.08], [-2.39, 4.39, 0.84], [-5.75, 1.12, -4.92], [-0.66, -0.43, -0.50], [0.21, -0.04, -0.08], [0.10, 0.68, 1.01], [0.15, -0.51, -0.30], [0.20, -0.07, 0.07], [0.16, 0.07, 0.11], [0.00, 0.07, -0.10], [0.00, -0.10, -0.08], [-0.05, 0.08, 0.01], [0.16, -0.02, -0.04], [0.05, -0.20, 0.07], [0.04, -0.03, 0.17], [-0.05, -0.05, -0.01], [-0.06, 0.07, -0.09], [-0.05, 0.03, 0.33], [0.64, 0.30, -0.95], [-0.27, -0.38, 0.02], [0.04, 0.11, -0.17], [0.04, -0.12, 0.02], [0.00, 0.17, -0.02], [0.04, -0.15, 0.10], [-0.03, 0.06, -0.14], [-0.11, -0.22, 0.43], [0.06, 0.06, -0.14], [-0.06, -0.10, 0.15], [-0.02, 0.10, -0.12], [-0.12, -0.17, 0.22], [0.38, 0.10, -0.52], [-0.09, 0.15, 0.27], [0.01, 0.04, 0.14], [0.00, -0.05, -0.05], [0.02, -0.05, -0.05], [0.07, 0.04, 0.02], [-0.08, 0.00, 0.09], [-0.12, 0.16, 0.17], [0.11, -0.01, -0.14], [0.01, -0.05, 0.14], [-0.02, 0.04, 0.06], [0.03, 0.00, 0.04], [-0.11, -0.01, 0.08], [-0.03, -0.01, 0.00], [-0.04, 0.04, 0.07], [-0.02, 0.02, -0.04], [0.09, -0.09, 0.12], [0.00, -0.03, -0.04], [-0.02, -0.01, 0.02], [-0.05, -0.02, -0.01], [0.00, -0.02, 0.03], [0.06, -0.06, -0.06]],
  "homo_ev": [-3.101, -3.511],
  "s2": 3.820,
  "e_above_lowest_kcal_mol": 154.9,
  "orbital_gap_ev": [5.305, 5.438],
  "total_energy_ha": -13050.3280,
  "charge": -1,
  "lumo_ev": [2.20, 1.93],
  "multiplicity": 4
}

***

No. 2
{
  "formula": "C3H4FeO3",
  "method": "ωB97M-V/def2-TZVPD",
  "symbols": ["C", "C", "O", "C", "O", "O", "H", "H", "H", "Fe", "H"],
  "coordinates": [[0.9567, 1.3803, 0.7228], [1.1685, 0.3702, -0.1290], [0.6313, -0.8811, 0.1232], [-0.6971, -1.2361, 0.0265], [-1.5922, -0.7093, 0.7886], [-0.9666, -1.8315, -1.0045], [-0.0404, 1.7867, 0.8949], [1.8990, 0.3676, -0.9410], [1.7822, 2.0679, 0.9083], [-1.8905, -1.4702, -2.6353], [-1.2509, 0.1556, 1.2455]],
  "forces_ev_per_a": [[0.25, 0.90, -1.38], [0.86, 0.93, 1.20], [-2.58, -1.89, -0.08], [2.87, 3.24, -1.46], [0.50, 1.71, 1.23], [-0.78, -1.72, 0.50], [-0.04, -0.75, 1.46], [0.38, -0.52, 0.84], [-0.45, 0.45, -0.87], [-0.51, -0.03, -0.83], [-0.50, -2.32, -0.60]],
  "homo_ev": [-12.459, -13.616],
  "s2": 8.754,
  "e_above_lowest_kcal_mol": 47.3,
  "orbital_gap_ev": [7.965, 7.647],
  "total_energy_ha": -1605.7056,
  "charge": 1,
  "lumo_ev": [-4.49, -5.97],
  "multiplicity": 6
}

***

No. 3
{
  "formula": "C5H32N2O11",
  "method": "ωB97M-V/def2-TZVPD",
  "symbols": ["C", "C", "N", "C", "O", "C", "N", "C", "H", "H", "H", "H", "H", "H", "H", "H", "H", "H", "H", "H", "O", "H", "H", "O", "H", "H", "O", "H", "H", "O", "H", "H", "O", "H", "H", "O", "H", "H", "O", "H", "H", "O", "H", "H", "O", "H", "H", "O", "H", "H"],
  "coordinates": [[3.1560, -0.9545, 0.3720], [2.8927, 0.3422, -0.3800], [2.5522, 1.3962, 0.5885], [1.3244, 1.7050, 1.0749], [1.2674, 2.4547, 2.0447], [0.2043, 1.0906, 0.2770], [-0.4943, 2.0304, -0.6875], [-0.6739, 3.3602, -0.1206], [4.0586, -1.4743, 0.2048], [3.3903, -0.7351, 1.4727], [2.3985, -1.7263, 0.4545], [2.2373, 0.0727, -1.2157], [3.7901, 0.7369, -0.9439], [3.3710, 1.7471, 1.0686], [0.4726, 0.1747, -0.2375], [-0.5833, 0.6217, 0.9037], [-1.3102, 1.5563, -0.9616], [0.1850, 3.9857, -0.3358], [-1.4190, 3.8613, -0.7498], [-0.7762, 3.4203, 0.9744], [-2.4455, -3.0354, 0.3838], [-3.3441, -3.3428, 0.2999], [-2.4664, -2.5777, 1.2344], [-2.8514, -1.7141, -1.8759], [-2.9447, -2.5087, -1.2873], [-2.0153, -1.8842, -2.3896], [0.2382, -3.7175, -0.2247], [0.4950, -2.7955, 0.0020], [-0.6743, -3.7000, 0.0783], [-0.0803, -1.2550, 3.2113], [-0.3894, -0.3325, 3.3026], [-0.8314, -1.7968, 3.0070], [-2.6293, 0.2492, -0.0843], [-2.3734, -0.4935, -0.6778], [-3.3631, 0.5338, -0.6413], [1.9062, 2.4378, -2.8444], [2.3264, 2.3186, -1.9706], [1.0942, 2.8278, -2.4770], [-0.5224, -2.3938, -2.8156], [-0.3445, -2.9663, -2.0418], [0.2866, -1.9473, -2.9525], [-2.6297, -0.8452, 2.5522], [-2.2155, 0.0313, 2.6871], [-2.9223, -0.7951, 1.6442], [-0.5289, 1.3788, 3.6767], [-0.6765, 2.0052, 2.9252], [0.2834, 1.5776, 4.1255], [1.1409, 0.0760, -3.2734], [1.8029, 0.8126, -3.3033], [0.6311, 0.1865, -4.0741]],
  "forces_ev_per_a": [[0.76, 0.22, 3.10], [1.41, -0.39, -0.57], [-0.15, -0.39, -1.60], [1.37, 0.14, -0.02], [-0.85, -0.07, -0.47], [-2.63, -0.25, -0.28], [3.25, 0.05, 1.26], [-0.13, 0.24, -0.91], [1.12, -0.56, -1.33], [-0.73, 0.14, -1.22], [-0.56, 0.27, -0.46], [-0.63, 0.93, 0.55], [-0.50, -0.68, 0.87], [-0.42, 0.13, 0.24], [0.70, 0.28, -0.51], [0.46, 0.88, 0.59], [-1.24, -0.20, -0.04], [0.67, -0.05, 0.11], [-0.49, -0.08, 0.77], [-0.69, -0.05, -0.37], [0.10, -0.17, 0.71], [-0.55, -0.55, 0.06], [0.32, 0.13, 0.19], [-0.02, -0.93, 0.09], [0.40, 1.48, -1.09], [-0.56, 0.11, 0.27], [0.33, 1.33, -0.06], [0.16, -0.87, -0.11], [-0.48, -0.39, 0.12], [1.27, 0.17, 0.04], [0.15, -0.50, 0.06], [-0.60, 0.00, 0.03], [-0.33, -0.25, -0.54], [0.09, -0.39, 0.17], [-0.37, 0.40, 0.36], [0.50, 1.15, 1.45], [0.41, -0.11, -0.55], [-0.47, -0.34, -0.63], [-0.98, -1.37, 0.59], [0.06, -0.02, -0.28], [1.50, 1.20, -0.40], [-0.07, 0.27, 0.39], [-0.32, -0.68, 0.07], [-0.32, 0.60, -0.67], [-1.97, 0.13, -0.80], [1.01, -0.54, 1.19], [0.62, 0.52, -0.16], [0.66, -0.53, -0.02], [-1.04, -0.46, 0.07], [-0.21, 0.04, -0.27]],
  "homo_ev": -9.074,
  "smiles": "CCNC(=O)CNC.O.O.O.O.O.O.O.O.O.O",
  "e_above_lowest_kcal_mol": 78.0,
  "orbital_gap_ev": 9.196,
  "total_energy_ha": -1146.8212,
  "lumo_ev": 0.12
}

***

No. 4
{
  "formula": "C7H16NO2",
  "method": "ωB97M-V/def2-TZVPD",
  "symbols": ["C", "C", "C", "C", "C", "C", "C", "N", "O", "O", "H", "H", "H", "H", "H", "H", "H", "H", "H", "H", "H", "H", "H", "H", "H", "H"],
  "coordinates": [[-1.3682, -2.5256, 0.4856], [-0.8348, -1.5875, 1.1977], [-1.9774, 1.3423, -0.8324], [2.3127, 1.1384, 0.1427], [-0.7438, 1.3098, -0.0376], [1.4944, 0.0450, 0.6756], [0.1327, 0.0409, -0.0939], [0.2500, -0.5704, -1.5194], [-0.9393, 1.5752, 1.4022], [2.1186, -1.2211, 0.3958], [-1.8704, -3.2983, 1.0820], [-1.3038, -2.4371, -0.6316], [-0.6390, -1.4818, 2.2510], [-1.9872, 0.7172, -1.8088], [-2.3748, 2.3171, -1.0509], [-2.8054, 0.7740, -0.2101], [2.2857, 2.1411, 0.5191], [3.3277, 0.8493, 0.1862], [2.0485, 1.3357, -0.9186], [-0.0166, 2.1442, -0.2803], [1.3423, 0.1421, 1.7098], [0.5813, 0.0786, -2.2131], [-0.7503, -0.7004, -1.9421], [0.6376, -1.5112, -1.4271], [-1.5353, 0.9233, 1.7603], [2.6148, -1.5410, 1.1581]],
  "forces_ev_per_a": [[0.07, 0.51, -0.64], [-0.52, -1.64, 2.23], [-3.09, -2.98, -0.41], [0.37, 1.56, -2.25], [2.84, 0.12, 2.19], [-1.54, -1.73, -1.35], [1.18, 2.52, -2.51], [-3.74, 0.07, 1.07], [0.44, 0.26, -1.73], [-0.37, 0.21, -0.27], [-0.12, -0.28, -0.95], [-0.58, -0.83, 1.01], [-0.08, 0.15, 0.30], [0.29, 1.27, 1.31], [0.11, 0.40, -0.05], [1.45, 1.15, -1.13], [-0.59, 0.31, 1.09], [1.20, -0.35, -0.10], [0.53, -0.39, 0.21], [-0.90, -0.55, -0.13], [-0.61, 0.16, 1.41], [1.55, 0.09, -0.44], [1.84, 0.04, 1.44], [0.87, 0.27, -0.41], [-0.51, -0.45, 0.14], [-0.10, 0.12, -0.06]],
  "homo_ev": [-10.540, -14.110],
  "s2": 2.015,
  "e_above_lowest_kcal_mol": 67.6,
  "orbital_gap_ev": [7.195, 8.182],
  "total_energy_ha": -481.0313,
  "charge": 1,
  "lumo_ev": [-3.35, -5.93],
  "multiplicity": 3
}